No. 1
Here is a structure of composition C39H43Br2IN9SrTe from the Open Molecules 2025 dataset. Energies are from ωB97M-V/def2-TZVPD.

The calculation puts the LUMO energy at 1.69 eV. The energy above the lowest of the compared OMol25 structures with the same formula, charge and spin is 0.983 eV. As for the total charge: -1. As for the largest force on an atom: 0.0173 hartree/bohr.

Cartesian coordinates (Å):
H 4.523 -3.139 1.367
N 1.581 2.701 1.019
C -0.669 2.553 3.199
H 1.839 6.121 -0.975
H -2.845 -2.799 3.413
C 0.222 2.785 4.258
C 3.193 -1.469 1.231
C -1.109 3.670 2.474
H 5.269 -2.239 -0.615
Te -2.121 1.638 -1.302
C -0.595 -0.283 -4.634
H 0.579 1.948 4.840
H -3.123 -2.470 5.869
H 2.119 -2.798 -3.390
H 2.121 0.152 5.127
C 0.234 5.157 3.820
N 2.513 4.705 1.032
H -3.303 -2.333 -2.629
H 4.227 2.591 -4.181
H 1.353 4.208 5.386
N 0.152 -0.144 -2.334
C 2.530 3.478 1.542
H -1.831 -1.629 -1.871
H 0.976 -1.739 5.940
C 3.730 -0.836 -0.042
C 5.147 -1.169 -0.433
N -1.061 1.289 2.750
I 0.490 3.853 -3.915
N 1.515 4.605 0.186
H 1.619 -2.060 -1.862
H 3.228 -2.774 -2.019
Sr -0.017 0.482 0.675
C 2.967 -0.869 -3.013
H -0.131 -1.896 -3.336
C -2.539 -2.457 -1.873
C -1.541 0.355 3.623
H -0.850 -0.927 -5.463
C -0.085 1.265 -2.378
C 1.511 -1.479 3.889
C -1.978 -0.887 3.090
H 0.578 1.797 -1.696
C -0.208 -0.816 -3.410
H 5.428 -0.633 -1.336
C 3.702 1.392 -2.492
H 4.292 2.112 -0.542
C -0.358 1.104 -4.814
C 4.137 -2.345 2.009
H -0.472 -4.742 3.263
H 0.725 -2.974 0.193
C -0.655 4.945 2.773
C 3.980 2.493 -1.514
C 0.100 -3.839 3.441
C 0.469 -3.706 0.958
C 3.229 0.151 -2.090
C 0.660 -3.175 2.353
H 3.366 -0.385 3.998
H 4.761 3.154 -1.891
H 0.449 5.268 -1.279
C 3.600 0.636 -4.788
H 3.719 0.838 -5.844
C 2.291 -0.217 4.117
H 4.997 -1.765 2.349
H -1.000 5.781 2.176
H -1.476 1.460 5.481
H -2.427 -0.298 6.855
N 0.943 3.449 0.142
C 2.458 -2.201 -2.545
H 3.080 3.090 -1.365
H 3.648 -2.795 2.868
C 3.879 1.617 -3.856
Br -3.400 -2.536 -0.154
H 3.217 3.167 2.307
C -1.728 0.518 5.016
Br -1.631 -4.134 -2.234
H -1.947 -1.053 2.015
N 2.912 -0.153 -0.730
C 0.916 -2.158 4.943
H 5.834 -0.898 0.370
H 0.587 6.154 4.051
H -1.778 3.496 1.639
C 1.383 -2.012 2.607
H 2.914 -1.377 -5.082
C 0.227 -3.340 4.725
N 1.031 5.678 -0.545
C -2.287 -0.483 5.795
C 3.153 -0.606 -4.360
C -0.028 1.833 -3.729
C 0.661 4.065 4.563
H -0.392 1.552 -5.800
H -0.571 -3.995 0.798
C -2.521 -1.876 3.882
H 1.088 -4.590 0.781
C -2.683 -1.698 5.253
N 1.961 -1.313 1.500
H -0.246 -3.849 5.554
H 2.001 0.572 3.421

=====

No. 2
Here is a structure of composition C39H43BrN6O3PtS at a distorted geometry from the Open Molecules 2025 dataset. Energies are from ωB97M-V/def2-TZVPD.

The calculation puts the LUMO energy at -1.45 eV. The energy above the lowest of the compared OMol25 structures with the same formula, charge and spin is 2.977 eV. As for the largest force on an atom: 0.0358 hartree/bohr.

Cartesian coordinates (Å):
C 6.455 5.059 1.327
C 0.104 -7.416 -1.878
H 1.315 1.603 3.861
C -2.191 -8.423 -2.073
H -1.251 5.934 3.513
C 1.550 2.057 0.923
H 6.546 3.366 0.002
H -1.164 4.265 2.978
C -0.831 4.956 3.755
O 1.525 0.625 1.067
C -3.296 -6.455 -0.454
C -0.497 5.107 0.157
C 2.045 -4.904 1.717
C 0.444 4.138 0.504
H 7.518 5.044 1.571
Br -3.244 2.853 -6.939
N 1.982 2.673 2.150
C -1.705 4.726 -0.345
H 0.967 5.800 4.565
O 1.611 -2.744 -0.249
H -2.699 -0.300 -1.169
H 1.570 -8.158 2.472
C -1.917 -6.480 -0.670
C 2.293 -6.148 2.276
N -3.403 5.819 -1.621
H 1.418 4.467 0.831
C -2.103 4.417 -3.288
H -1.212 -9.058 -3.889
C 0.724 -3.312 0.351
H -3.708 -5.689 0.192
C 1.397 -7.181 2.038
H -0.803 -10.027 -2.484
N -1.134 -5.491 -0.051
C -1.356 -7.444 -1.518
H 2.333 1.628 -0.863
N -1.364 1.027 -0.359
H -5.182 -7.383 -0.854
C 1.335 3.710 4.290
C 0.916 -4.679 0.943
H -5.274 5.584 -3.289
C -2.539 0.739 -0.887
H 0.546 -6.443 -1.673
C 0.008 -5.722 0.708
C -2.015 3.335 -0.420
S 0.336 -0.157 1.904
H -1.202 3.280 -4.866
C 4.482 3.698 0.512
C 1.124 2.542 3.330
Pt -0.756 -0.892 0.155
H -2.386 -10.208 -3.250
H -0.261 6.161 0.221
C 0.690 5.022 3.849
H 4.198 1.612 1.032
C 3.954 2.300 0.211
C 0.236 2.779 0.451
C -2.097 3.772 -4.511
H 0.238 -7.632 -2.938
H 6.142 2.956 1.660
C -4.114 -7.405 -1.033
C 5.964 3.691 0.869
H 2.735 -4.084 1.865
C -1.618 -9.488 -2.971
N -2.562 5.803 -0.711
H 0.087 2.498 3.000
H -0.429 -7.785 1.085
C -3.593 1.632 -1.046
H 2.411 3.864 4.415
H 5.913 5.390 2.216
C -4.401 4.407 -4.866
H -4.566 1.288 -1.363
H 2.914 2.339 2.358
H 6.303 5.809 0.548
C -3.261 5.054 -2.844
H -1.198 4.441 -2.699
N 2.528 2.282 -0.118
H 1.109 5.325 2.886
C -3.252 3.759 -5.285
C -1.030 2.342 -0.089
H 3.910 4.139 1.333
C -4.394 5.064 -3.645
H -4.102 3.676 -0.848
H 0.679 -8.158 -1.318
O -0.492 -2.825 0.550
H -4.190 -9.164 -2.259
C -3.558 -8.401 -1.822
H 0.936 3.424 5.268
H -1.267 4.630 4.702
H 3.172 -6.310 2.884
H 4.312 4.326 -0.368
C -3.319 2.936 -0.779
H 4.477 1.914 -0.666
H -5.285 4.407 -5.488
H -1.499 -4.553 -0.003
C 0.269 -6.976 1.262

=====

No. 3
Here is a structure of composition C39H43ClIrP2Si2 at a distorted geometry from the Open Molecules 2025 dataset. Energies are from ωB97M-V/def2-TZVPD.

As for the multiplicity: 5. The calculation puts the LUMO energy (alpha / beta) at -1.98 / -5.02 eV. The energy above the lowest of the compared OMol25 structures with the same formula, charge and spin is 1.264 eV. As for the total charge: +1. As for the largest force on an atom: 0.0491 hartree/bohr.

Cartesian coordinates (Å):
C -2.347 0.513 -2.454
H -1.382 -3.858 0.605
C 1.405 -5.398 -2.259
H -1.881 -2.963 -0.886
C -3.246 2.970 0.558
H 3.527 -5.459 3.187
H 2.007 -0.023 -4.269
Si -2.310 2.402 2.084
C 1.345 -3.287 0.895
H -2.786 5.214 1.774
H 1.588 4.928 4.104
H -4.314 0.531 -3.368
H 4.726 -3.914 -1.126
H -0.997 -1.422 1.592
C 1.592 0.277 1.985
H 1.906 -3.884 4.186
H -1.636 7.292 2.492
H 3.620 3.029 1.737
H 4.006 -1.841 -3.908
C 3.950 -1.167 -1.767
C -3.388 3.990 -1.615
C -0.006 -2.430 -2.700
C -5.403 3.206 -0.531
C 4.104 -4.382 -1.895
H 1.086 -5.128 -3.279
C -4.363 0.091 -1.240
C -1.167 6.324 2.678
C 2.709 1.096 2.154
H 1.549 -0.677 2.505
H -0.884 -1.773 -2.593
H 0.537 -5.646 -1.631
H -0.241 2.323 -0.038
C 3.034 -4.984 1.144
H -5.448 -0.018 -1.184
C 3.146 -0.202 -1.097
C 2.904 -4.867 2.533
H 0.507 -2.149 -3.630
C 2.502 -0.251 -3.333
C -3.736 0.426 -2.434
H -1.535 3.698 -0.534
H 0.600 7.159 3.592
Si -1.234 0.042 1.526
H 1.544 1.170 -1.878
H -0.294 -3.483 -2.763
C 1.172 -3.215 2.281
C 2.772 2.356 1.559
C 3.547 -1.216 -3.147
C 1.992 -3.987 3.105
C -2.615 3.577 -0.526
C 0.506 0.707 1.198
H -0.850 -4.470 -0.970
H -4.118 -0.417 0.830
H 4.351 -3.979 -2.884
P 0.300 -2.368 -0.285
H 3.558 0.731 2.737
C -2.225 0.082 -0.077
H 2.074 -6.268 -2.327
H 4.246 -5.469 -1.881
H -3.479 2.364 2.968
C -1.299 3.880 2.605
C 1.751 2.731 0.696
H 3.706 -5.711 0.694
C -3.608 -0.137 -0.090
H -1.816 0.699 -3.397
C -1.087 -3.554 -0.408
C 0.634 5.003 3.577
H 0.417 -2.537 2.691
C -1.591 0.308 -1.307
H 3.202 0.040 -0.043
H -2.884 4.410 -2.484
H -6.476 3.017 -0.534
C -4.633 2.757 0.542
H -5.380 4.166 -2.455
H 4.743 -1.755 -1.325
H 1.813 3.688 0.168
C 0.619 1.925 0.514
Cl -1.570 0.440 3.645
C -4.773 3.841 -1.609
C 0.079 6.252 3.298
H -0.503 0.306 -1.399
C 2.282 -4.157 0.319
C 2.239 0.364 -2.060
C -0.031 3.825 3.224
H 0.445 2.853 3.399
P 2.373 -4.069 -1.529
C -1.836 5.151 2.313
Ir 1.763 -1.835 -1.894
H -5.102 2.196 1.349

=====

No. 4
Here is a structure of composition C39H43ClP2RuSi2 at a distorted geometry from the Open Molecules 2025 dataset. Energies are from ωB97M-V/def2-TZVPD.

As for the multiplicity: 5. The calculation puts the LUMO energy (alpha / beta) at -6.95 / -6.95 eV. The energy above the lowest of the compared OMol25 structures with the same formula, charge and spin is 3.297 eV. As for the total charge: +2. As for the largest force on an atom: 0.1003 hartree/bohr.

Cartesian coordinates (Å):
C 2.331 -0.722 7.339
C 1.337 -1.199 -1.402
H -0.710 1.428 7.654
H -0.518 -3.933 -2.339
H -2.572 5.650 -3.240
C -3.309 -0.444 -0.106
C -1.805 3.002 -5.801
H 0.532 -0.220 3.354
C 4.417 -0.054 6.245
C 1.447 -2.955 -5.823
C -0.272 -1.924 6.559
H 4.982 -1.855 9.103
H 2.328 -0.953 -1.005
C -4.273 -1.507 0.080
H -1.654 0.235 -1.843
Si 1.067 1.595 -1.352
H -1.684 -2.604 1.941
H 2.107 2.716 4.301
C -1.533 2.930 -1.448
H -1.219 -0.191 0.782
C -2.392 3.906 -1.974
C -1.898 4.907 -2.814
H 0.427 -2.727 6.290
H -3.471 0.481 -0.640
H 1.960 -1.250 3.724
C -0.687 -3.671 -6.725
C -1.087 0.911 -4.806
H 1.667 -3.339 -1.236
H -3.022 -0.787 -4.164
C -0.181 2.895 -1.837
C 0.707 -3.800 -6.658
H 0.563 1.021 8.860
P 1.679 0.588 5.272
H -0.137 5.699 -3.798
H -0.268 4.181 -6.764
H -0.957 -1.728 5.722
P 0.601 -0.417 6.935
C -0.256 -2.921 -2.031
H 1.013 0.452 -5.056
H 4.940 0.450 5.431
C -0.855 -0.444 -2.207
C -0.602 -1.870 -5.131
C -0.537 4.925 -3.137
C -3.670 -2.517 0.899
H 2.475 -1.870 9.163
C -0.501 3.258 -6.234
C 4.422 -1.353 8.313
C -0.181 0.611 8.163
H 6.195 -0.707 7.269
C 0.790 -1.979 -5.062
H -0.897 -0.014 8.716
H -1.932 2.183 -0.754
H -2.440 -2.618 -5.976
H -0.845 -2.219 7.449
C -2.103 -0.803 0.649
C 1.581 -0.219 3.684
Cl 1.146 1.744 0.730
C 3.024 -0.068 6.284
Si -1.550 -0.721 -3.976
H 2.182 0.363 2.972
C 0.306 3.911 -2.673
H 1.380 -1.346 -4.392
C -2.098 1.845 -5.074
C 3.019 -1.370 8.361
C -1.127 -1.865 -2.523
C -1.350 -2.704 -5.964
H -3.457 3.868 -1.743
H -5.267 -1.546 -0.350
C 0.211 1.163 -5.250
H -2.591 3.729 -5.999
C 0.507 -0.142 -1.737
H 1.202 -4.561 -7.265
C 1.651 2.374 5.243
C 0.965 -2.554 -1.518
C 5.104 -0.708 7.280
H 2.217 2.783 6.092
H 1.535 2.525 -6.274
H 2.298 1.819 -1.955
Ru -2.385 -2.077 -0.968
H 0.607 2.717 5.290
C 0.507 2.334 -5.957
H -2.163 -2.342 -2.857
H -4.113 -3.467 1.165
C -2.367 -2.072 1.293
H 1.356 3.883 -2.983
H -3.109 1.658 -4.703
H 2.531 -3.041 -5.725
H -1.269 -4.339 -7.361

=====

No. 5
Here is a structure of composition C39H44AuN2O3SiTe at a distorted geometry from the Open Molecules 2025 dataset. Energies are from ωB97M-V/def2-TZVPD.

As for the multiplicity: 4. The calculation puts the LUMO energy (alpha / beta) at -0.49 / -2.44 eV. As for the largest force on an atom: 0.0629 hartree/bohr.

Cartesian coordinates (Å):
C 2.724 1.830 1.306
H 1.498 -1.338 -3.335
C 4.299 2.486 2.984
Si 2.892 -4.042 -0.389
H -2.424 -4.354 -4.441
H 4.067 -6.078 -1.281
H 0.509 -4.216 -0.424
H -0.890 0.597 3.619
C -2.910 0.385 4.432
C -1.983 -0.870 2.582
O 1.637 3.525 0.041
H -1.861 3.331 1.720
H 4.809 3.297 3.520
C -1.108 -1.844 -3.839
H 1.027 0.202 -3.877
C -2.707 3.578 1.090
H 0.919 -3.838 -2.156
H -5.287 -1.646 3.200
Te -0.801 0.923 -0.193
C -3.272 -1.630 -2.969
H -3.023 7.643 -1.953
H -3.324 2.671 1.055
H 3.708 3.782 1.343
C -2.185 5.611 -2.084
H 1.284 -0.059 -2.192
H 1.188 -5.502 -1.510
C -4.169 -0.270 4.316
C 4.274 1.104 3.499
H -3.196 -2.427 1.870
H 2.598 -5.751 1.490
N -0.124 -0.699 0.869
H 5.123 -4.889 -0.645
C 3.346 0.146 2.850
C -4.307 -1.177 3.313
H 4.148 -1.900 0.405
N 2.605 0.610 1.791
H -0.484 -2.266 -4.562
C -1.409 -0.335 -1.942
C 4.881 0.725 4.709
C -2.809 -0.655 -2.031
H -4.344 -1.785 -2.953
H 2.622 -1.919 2.888
H -3.269 5.809 -0.232
H -3.071 6.874 -3.553
H 4.429 -4.725 -2.287
O 1.228 1.414 -0.524
C 3.937 -1.480 4.553
C 3.659 2.790 1.830
H -4.141 0.949 -1.367
H 1.747 -4.208 1.813
C -0.598 -0.906 -2.891
H 3.722 -1.729 -1.287
H -4.956 -0.039 5.003
C 0.861 -0.473 -3.071
C 3.253 -1.194 3.384
H 3.817 -2.468 4.931
H -3.239 4.385 1.574
C -2.245 3.987 -0.308
H -2.770 -3.176 -5.790
O -0.836 -2.713 1.802
C -1.568 3.050 -1.101
H 5.563 1.449 5.180
C 4.221 -5.047 -1.256
C -1.841 0.095 3.603
C -3.816 -0.040 -1.101
H 3.456 -4.334 2.052
C -2.656 5.197 -0.867
C -0.438 2.455 -3.403
C 4.739 -0.549 5.223
C -1.441 4.677 -2.835
Au 1.702 -1.258 0.153
C -2.936 -3.406 -4.681
H -0.995 4.984 -3.829
H -4.780 -0.642 -1.132
C 1.197 -4.414 -1.239
H 0.488 2.117 -3.025
C 1.839 2.305 0.192
H -1.102 1.667 -3.635
C -1.110 3.414 -2.389
H 5.255 -0.783 6.140
C -0.931 -1.510 1.645
C -2.409 -2.285 -3.826
H -4.034 -3.501 -4.479
C -3.185 -1.576 2.565
H -3.463 0.008 -0.052
H -1.542 7.551 -2.883
C 2.645 -4.683 1.403
H -2.720 1.185 5.158
C -2.448 6.989 -2.632
C 3.461 -2.205 -0.339
H -0.220 3.039 -4.306